No. 1
A cluster of 2 separate species, C3H8F3NSi in total at a distorted geometry. Source: OMol25; level of theory: the ωB97M-V functional and the def2-TZVPD basis.

The value obtained for the gap between HOMO and LUMO (spin up / spin down) is 6.0 / 8.6 eV. The calculation puts the highest occupied orbital energy (spin up / spin down) at -5.2 / -10.4 eV.

Geometry as ORCA input:
```
! wB97M-V def2-TZVPD RIJCOSX def2/J DEFGRID3
* xyz 0 3
C 0.499 1.729 -0.496
C 1.345 -1.482 -0.807
C -2.539 -0.179 -0.217
N 0.957 -0.165 1.830
F -2.800 0.790 0.689
F -2.758 0.377 -1.450
F -3.558 -1.140 -0.063
Si 0.662 -0.105 0.189
H 1.145 2.290 0.094
H 0.667 1.781 -1.621
H -0.495 2.100 -0.140
H 2.239 -2.032 -0.332
H 0.633 -2.259 -0.871
H 1.610 -1.145 -1.822
H 0.974 0.379 2.686
H 1.422 -0.938 2.333
*
```

Atomic partial charges in e from the Mulliken method, atoms 1 to 2:
1 C -0.992
2 C -1.003


No. 2
The ion C10H12N3 with charge +1 at a distorted geometry. Source: OMol25; level of theory: the ωB97M-V functional and the def2-TZVPD basis.

The value obtained for the gap between HOMO and LUMO is 8.7 eV. The calculation puts the highest occupied orbital energy at -13.5 eV.

Geometry as ORCA input:
```
! wB97M-V def2-TZVPD RIJCOSX def2/J DEFGRID3
* xyz 1 1
C -3.328 0.125 0.463
C -0.890 -0.059 -0.018
C -1.589 -1.218 -0.046
C -1.282 1.265 0.184
C -0.779 -2.462 -0.072
C 0.524 -2.203 -0.029
C 2.356 0.801 0.927
C 1.745 -0.386 0.857
C -0.557 2.544 0.089
C 1.616 -0.496 -1.573
N -2.892 -1.085 0.120
N -2.641 1.225 0.518
N 1.041 -0.811 -0.231
H -4.407 0.142 0.812
H -1.194 -3.380 -0.165
H 1.224 -3.020 0.166
H 3.062 1.030 1.737
H 2.532 1.417 0.140
H 1.538 -0.958 1.815
H -0.510 3.012 1.124
H 0.493 2.475 -0.355
H -1.325 3.260 -0.479
H 2.081 -1.295 -2.029
H 0.847 -0.205 -2.206
H 2.333 0.283 -1.748
*
```

Atomic partial charges in e from the Mulliken method, atoms 1 to 2:
1 C -0.123
2 C 0.341


No. 3
The molecule C4H6. Source: OMol25; level of theory: the ωB97M-V functional and the def2-TZVPD basis.

The value obtained for the gap between HOMO and LUMO is 10.5 eV. The calculation puts the highest occupied orbital energy at -9.6 eV.

Geometry as ORCA input:
```
! wB97M-V def2-TZVPD RIJCOSX def2/J DEFGRID3
* xyz 0 1
C -1.394 -0.153 0.014
C -0.715 0.757 -1.347
C 0.200 0.368 -0.567
C 1.449 0.056 0.150
H -1.911 -0.959 -0.506
H -2.098 0.581 0.406
H -0.890 -0.604 0.882
H 1.466 0.504 1.149
H 2.283 0.475 -0.421
H 1.610 -1.024 0.241
*
```

Atomic partial charges in e from the Mulliken method, atoms 1 to 2:
1 C -0.695
2 C -0.797


No. 4
A cluster of 2 separate species, C3H10NO in total at a distorted geometry. Source: OMol25; level of theory: the ωB97M-V functional and the def2-TZVPD basis.

The value obtained for the gap between HOMO and LUMO is 10.5 eV. The calculation puts the highest occupied orbital energy at -15.3 eV.

Geometry as ORCA input:
```
! wB97M-V def2-TZVPD RIJCOSX def2/J DEFGRID3
* xyz 1 1
C -2.520 0.498 0.005
O -1.545 -0.601 0.063
H -2.442 1.036 0.942
H -2.176 1.103 -0.825
H -3.515 0.127 -0.222
H -1.990 -1.350 0.472
C 1.810 0.662 -0.833
C 1.655 -1.036 0.864
N 1.073 -0.197 0.105
H 1.113 1.040 -1.576
H 2.474 0.017 -1.407
H 2.297 1.483 -0.317
H 2.720 -0.969 1.056
H 1.022 -1.569 1.566
H 0.023 -0.243 0.108
*
```

Atomic partial charges in e from the Mulliken method, atoms 1 to 2:
1 C -0.583
2 O -0.618


No. 5
A structure of composition C21H43N2OP3Tc at a distorted geometry. Source: OMol25; level of theory: the ωB97M-V functional and the def2-TZVPD basis.

The value obtained for the gap between HOMO and LUMO (spin up / spin down) is 6.7 / 3.3 eV. The calculation puts the highest occupied orbital energy (spin up / spin down) at -20.4 / -20.3 eV.

Geometry as ORCA input:
```
! wB97M-V def2-TZVPD RIJCOSX def2/J DEFGRID3
* xyz 4 4
Tc -0.045 -0.386 0.110
P -1.337 -0.739 2.063
P 1.860 -1.609 -0.508
P -1.696 -1.325 -1.087
H -1.572 4.288 0.839
C -2.553 3.850 0.991
C -2.832 3.228 2.154
H -2.076 3.295 2.952
C -0.938 0.211 3.568
C -1.233 -2.438 2.771
C -3.169 -0.518 2.053
C 3.508 -0.740 -0.377
C 2.327 -3.122 0.411
C 1.997 -2.081 -2.276
C -3.044 -0.131 -1.116
C -2.382 -2.918 -0.578
C -1.181 -1.402 -2.853
H -3.313 3.925 0.198
H -3.795 2.754 2.307
H -0.900 1.284 3.323
H 0.028 -0.130 3.978
H -1.740 0.005 4.301
H -0.230 -2.863 2.624
H -1.999 -3.086 2.323
H -1.436 -2.333 3.849
H -3.419 0.486 1.672
H -3.501 -0.612 3.104
H -3.668 -1.293 1.447
H 4.096 -0.959 -1.267
H 4.048 -1.086 0.505
H 3.384 0.340 -0.287
H 2.824 -3.863 -0.233
H 1.430 -3.584 0.844
H 3.016 -2.882 1.229
H 2.998 -2.354 -2.638
H 1.654 -1.241 -2.893
H 1.339 -2.931 -2.447
H -3.322 0.036 -2.159
H -2.738 0.835 -0.696
H -3.917 -0.492 -0.570
H -2.672 -3.466 -1.479
H -3.268 -2.792 0.054
H -1.647 -3.512 -0.027
H -1.844 -2.094 -3.381
H -0.159 -1.775 -2.930
H -1.206 -0.402 -3.294
C 0.250 1.785 -2.476
C 1.621 1.581 -2.882
C 1.928 1.708 -4.250
C 1.028 2.298 -5.137
C -0.237 2.683 -4.702
C -0.621 2.441 -3.400
O -0.273 1.425 -1.324
H 1.090 0.361 -0.617
H 2.340 1.229 -2.126
H 2.850 1.210 -4.664
H 1.304 2.340 -6.206
H -0.923 3.142 -5.408
H -1.576 2.814 -3.026
C 2.234 -0.853 3.023
C 2.085 0.456 2.383
N 1.370 0.886 1.346
C 1.384 2.300 1.303
C 2.220 2.686 2.306
N 2.664 1.536 2.936
H 3.296 -1.030 3.077
H 1.860 -0.849 4.036
H 1.741 -1.630 2.464
H 0.770 2.909 0.588
H 2.540 3.701 2.548
H 3.380 1.493 3.633
*
```

Atomic partial charges in e from the Mulliken method, atoms 1 to 2:
1 Tc -0.935
2 P 1.278


No. 6
A cluster of 2 separate species, C16H28ClO7P in total at a distorted geometry. Source: OMol25; level of theory: the ωB97M-V functional and the def2-TZVPD basis.

The value obtained for the gap between HOMO and LUMO is 9.0 eV. Its SMILES is CCCCCCC1=C([C@H](Cl)CC)C(=O)OC1=O.COP(=O)(OC)OC. The calculation puts the highest occupied orbital energy at -10.3 eV.

Geometry as ORCA input:
```
! wB97M-V def2-TZVPD RIJCOSX def2/J DEFGRID3
* xyz 0 1
C 6.557 -0.003 0.202
C 6.238 1.248 1.060
C 4.982 2.022 0.635
C 4.876 2.312 -0.878
C 3.446 2.112 -1.441
C 2.618 3.429 -1.449
C 1.725 3.539 -0.263
C 0.710 2.760 0.139
C 0.113 1.517 -0.463
Cl 0.380 1.354 -2.225
C -1.423 1.487 -0.233
C -1.960 0.077 0.094
C 0.282 3.382 1.437
O -0.607 3.109 2.186
O 1.131 4.430 1.799
C 1.917 4.667 0.704
O 2.606 5.629 0.530
H 6.659 -0.888 0.829
H 7.533 0.137 -0.261
H 5.794 -0.202 -0.546
H 6.048 0.886 2.074
H 7.122 1.878 1.143
H 5.029 2.990 1.140
H 4.089 1.503 0.988
H 5.196 3.342 -1.043
H 5.531 1.691 -1.487
H 2.941 1.395 -0.793
H 3.522 1.689 -2.439
H 3.339 4.246 -1.459
H 2.080 3.511 -2.390
H 0.583 0.668 0.032
H -1.857 1.806 -1.180
H -1.744 2.218 0.500
H -1.292 -0.681 -0.306
H -2.956 -0.007 -0.328
H -2.065 0.009 1.176
C -3.259 -5.446 -0.473
O -4.214 -4.798 -1.311
P -4.966 -3.448 -0.708
O -3.832 -2.497 -0.542
O -5.359 -4.214 0.698
C -6.207 -5.364 0.660
O -6.272 -2.431 -0.612
C -6.609 -1.908 0.670
H -2.410 -5.708 -1.103
H -2.918 -4.806 0.337
H -3.690 -6.360 -0.064
H -5.736 -6.160 1.237
H -6.371 -5.722 -0.357
H -7.165 -5.120 1.119
H -5.717 -1.654 1.241
H -7.219 -2.617 1.229
H -7.199 -1.011 0.495
*
```

Atomic partial charges in e from the Mulliken method, atoms 1 to 2:
1 C -1.152
2 C -0.575


No. 7
The molecule C8H16Si at a distorted geometry. Source: OMol25; level of theory: the ωB97M-V functional and the def2-TZVPD basis.

The value obtained for the gap between HOMO and LUMO is 10.0 eV. Its SMILES is CC#C[Si](C)(C)C(C)C. The calculation puts the highest occupied orbital energy at -9.1 eV.

Geometry as ORCA input:
```
! wB97M-V def2-TZVPD RIJCOSX def2/J DEFGRID3
* xyz 0 1
C 0.754 -3.903 -0.963
C 0.178 -2.564 -0.857
C -0.331 -1.495 -0.633
Si -0.981 0.554 0.080
C -2.142 1.639 -0.961
C -1.847 -0.037 1.695
C 0.717 1.430 0.278
C 1.500 1.624 -1.030
C 1.607 0.747 1.348
H -0.041 -4.715 -1.179
H 1.531 -3.815 -1.848
H 1.126 -4.117 -0.029
H -3.253 1.278 -0.927
H -2.289 2.582 -0.461
H -1.822 1.953 -1.963
H -2.743 -0.614 1.460
H -1.222 -0.614 2.315
H -2.058 0.861 2.382
H 0.423 2.452 0.721
H 1.721 0.645 -1.372
H 0.917 2.108 -1.775
H 2.511 2.309 -0.831
H 2.724 1.112 1.178
H 1.864 -0.303 1.059
H 1.159 0.883 2.311
*
```

Atomic partial charges in e from the Mulliken method, atoms 1 to 2:
1 C -1.063
2 C 1.433


No. 8
A structure of composition C56H51MnO3P3S at a distorted geometry. Source: OMol25; level of theory: the ωB97M-V functional and the def2-TZVPD basis.

The value obtained for the gap between HOMO and LUMO (spin up / spin down) is 8.4 / 8.5 eV. The calculation puts the highest occupied orbital energy (spin up / spin down) at -7.8 / -8.1 eV.

Geometry as ORCA input:
```
! wB97M-V def2-TZVPD RIJCOSX def2/J DEFGRID3
* xyz 0 6
Mn -1.030 -0.325 -0.147
O 3.110 0.589 -2.256
S 2.571 0.924 -0.917
C 3.310 -0.354 0.152
C 4.613 -0.212 0.608
C 5.257 -1.256 1.244
C 4.615 -2.468 1.392
C 3.318 -2.626 0.941
C 2.626 -1.580 0.331
P 0.901 -1.863 -0.270
C 0.412 -3.291 0.775
C 0.633 -3.298 2.153
C 0.198 -4.364 2.925
C -0.480 -5.422 2.339
C -0.722 -5.415 0.974
C -0.280 -4.354 0.199
C 1.349 -2.688 -1.848
C 2.076 -3.875 -1.913
C 2.411 -4.417 -3.141
C 2.031 -3.774 -4.312
C 1.322 -2.586 -4.253
C 0.982 -2.043 -3.023
C 3.644 2.268 -0.324
C 4.865 2.413 -0.973
C 5.747 3.397 -0.572
C 5.414 4.223 0.492
C 4.184 4.108 1.109
C 3.257 3.145 0.697
P 1.493 3.247 1.253
C 1.455 5.057 0.863
C 1.518 5.366 -0.496
C 1.657 6.678 -0.914
C 1.711 7.704 0.019
C 1.617 7.409 1.369
C 1.498 6.092 1.793
C 1.654 3.318 3.072
C 0.532 3.748 3.785
C 0.561 3.817 5.168
C 1.708 3.448 5.858
C 2.814 2.991 5.159
C 2.786 2.915 3.773
H 5.132 0.726 0.473
H 6.265 -1.127 1.615
H 5.125 -3.299 1.861
H 2.840 -3.587 1.069
H 1.156 -2.472 2.616
H 0.403 -4.375 3.988
H -0.827 -6.249 2.946
H -1.238 -6.246 0.510
H -0.450 -4.358 -0.870
H 2.378 -4.377 -1.002
H 2.976 -5.339 -3.186
H 2.299 -4.201 -5.270
H 1.039 -2.082 -5.168
H 0.441 -1.105 -2.954
H 5.084 1.745 -1.797
H 6.691 3.524 -1.084
H 6.105 4.989 0.819
H 3.911 4.799 1.897
H 1.455 4.560 -1.220
H 1.725 6.908 -1.971
H 1.819 8.731 -0.306
H 1.643 8.208 2.100
H 1.445 5.881 2.852
H -0.367 4.020 3.243
H -0.307 4.169 5.711
H 1.738 3.502 6.939
H 3.701 2.680 5.697
H 3.644 2.529 3.238
O -1.647 -0.269 1.959
C -0.498 -0.278 2.469
O 0.563 -0.243 1.810
H -0.426 -0.325 3.572
C -3.857 3.935 -0.114
C -3.756 3.125 -1.415
C -5.114 2.461 -1.696
C -3.405 4.053 -2.585
C -2.713 2.095 -1.251
C -1.849 1.240 -1.123
H -4.658 4.674 -0.190
H -2.920 4.453 0.089
H -4.063 3.272 0.727
H -5.851 3.220 -1.967
H -5.475 1.933 -0.812
H -5.037 1.749 -2.518
H -4.201 4.784 -2.739
H -3.277 3.479 -3.504
H -2.482 4.587 -2.378
C -4.189 -0.970 -1.578
P -2.767 -1.957 -0.970
C -3.614 -3.049 0.229
C -4.714 -3.834 -0.118
C -5.305 -4.658 0.824
C -4.813 -4.704 2.122
C -3.729 -3.919 2.479
C -3.135 -3.093 1.535
C -2.532 -3.054 -2.420
C -2.540 -4.445 -2.347
C -2.293 -5.206 -3.480
C -2.046 -4.591 -4.698
C -2.035 -3.207 -4.778
C -2.259 -2.444 -3.644
H -3.834 -0.277 -2.338
H -4.571 -0.384 -0.743
H -4.974 -1.609 -1.981
H -5.097 -3.813 -1.131
H -6.160 -5.262 0.547
H -5.277 -5.355 2.853
H -3.340 -3.952 3.488
H -2.300 -2.467 1.816
H -2.747 -4.939 -1.408
H -2.296 -6.287 -3.410
H -1.863 -5.189 -5.581
H -1.843 -2.722 -5.726
H -2.219 -1.361 -3.701
*
```

Atomic partial charges in e from the Mulliken method, atoms 1 to 2:
1 Mn 0.891
2 O -0.802


Number 1: energy -20756.9983 eV. Number 2: energy -15023.2339 eV. Number 3: energy -4241.0611 eV. Number 4: energy -6803.1142 eV. Number 5: energy -57521.6292 eV. Number 6: energy -53189.0003 eV. Number 7: energy -16430.2382 eV. Number 8: energy -135063.6983 eV.